DFT (the ωB97M-V functional and the def2-TZVPD basis) results for a molecular structure, C21H23IN5O2S4SbW.

Atoms and positions in Å:
W -0.194 -0.569 1.062
C 0.468 2.942 3.875
C 1.274 3.801 3.142
C 1.581 3.473 1.841
C 1.079 2.295 1.296
N 0.270 1.485 1.998
C -0.012 1.800 3.272
C 1.388 1.840 -0.068
C 2.233 2.523 -0.896
C 2.547 1.903 -2.156
C 1.930 0.785 -2.551
C 0.833 0.151 -1.740
N 0.766 0.698 -0.379
H 0.208 3.138 4.906
H 1.665 4.708 3.586
H 2.219 4.102 1.242
H -0.649 1.109 3.798
H 2.707 3.444 -0.600
H 3.312 2.343 -2.786
H 2.185 0.334 -3.499
H -0.131 0.308 -2.260
S 4.073 -4.519 3.614
Sb 3.217 -4.070 1.544
S 0.663 -1.553 3.022
S 2.168 -0.780 1.878
S 4.947 -3.692 0.092
C 0.975 -3.781 -2.072
C 1.338 -2.376 -2.558
C 0.563 -2.094 -3.853
C 2.854 -2.320 -2.797
C 0.909 -1.368 -1.500
N 0.497 -1.723 -0.361
H 1.177 -4.500 -2.870
H -0.076 -3.840 -1.783
H 1.571 -4.055 -1.202
H 0.858 -2.824 -4.610
H 0.754 -1.098 -4.256
H -0.513 -2.193 -3.688
H 3.154 -3.210 -3.358
H 3.403 -2.355 -1.854
H 3.159 -1.442 -3.366
C -1.821 0.402 -0.262
H -1.412 1.342 -0.639
H -1.949 -0.286 -1.094
I -2.041 -2.727 0.761
C -4.229 0.054 -0.412
C -5.489 0.459 0.107
C -5.658 1.431 1.062
C -4.530 2.083 1.572
C -3.310 1.686 1.112
N -3.189 0.706 0.183
H -6.367 -0.034 -0.298
H -6.648 1.703 1.417
H -4.596 2.851 2.329
H -2.388 2.124 1.466
O -3.270 0.078 3.934
N -2.715 -0.652 3.147
O -1.756 -0.039 2.509

Cartesian forces, eV/Å:
W -0.2132 -0.2294 0.1256
C -0.0142 -0.0084 0.0104
C 0.0052 -0.0046 -0.0092
C -0.0120 -0.0178 0.0178
C -0.0398 0.0145 -0.0385
N 0.0596 0.0436 -0.0449
C -0.0052 -0.0075 0.0019
C -0.0763 0.0719 0.0021
C 0.0027 -0.0184 -0.0590
C -0.0295 0.0318 0.0535
C 0.0011 -0.0169 -0.0326
C 0.0109 -0.0168 -0.0075
N 0.2236 -0.1022 0.0137
H 0.0111 0.0153 -0.0011
H -0.0006 0.0002 -0.0006
H 0.0020 0.0078 0.0024
H -0.0063 -0.0178 -0.0195
H -0.0038 0.0002 0.0196
H -0.0013 -0.0051 -0.0088
H -0.0037 -0.0082 -0.0100
H 0.0167 0.0263 -0.0003
S -0.0808 0.0344 -0.0934
Sb 0.2370 0.0281 0.0745
S -0.0754 0.1003 -0.2283
S -0.0012 -0.0340 0.0229
S -0.0735 -0.0661 0.0317
C 0.0136 0.0025 0.0440
C 0.0291 -0.0345 0.0714
C -0.0505 0.0013 -0.0014
C -0.0120 -0.0578 -0.0181
C -0.0900 -0.0669 0.0540
N -0.0716 0.1830 0.0851
H 0.0079 -0.0027 -0.0001
H 0.0002 -0.0024 -0.0218
H 0.0091 0.0132 -0.0006
H 0.0038 0.0023 -0.0037
H 0.0200 0.0163 0.0063
H 0.0045 0.0026 0.0011
H -0.0193 0.0238 -0.0468
H 0.0162 0.0148 0.0027
H 0.0323 0.0010 0.0391
C 0.0140 0.1612 0.2232
H -0.0102 0.0275 0.0297
H 0.0303 0.0254 -0.0315
I -0.0054 0.0602 0.0476
C -0.0130 -0.0235 0.0051
C 0.0002 -0.0102 -0.0239
C 0.0213 0.0216 0.0161
C -0.0110 -0.0158 -0.0127
C 0.0021 -0.0171 0.0050
N 0.0099 0.0000 -0.0285
H -0.0013 0.0009 0.0035
H -0.0009 -0.0035 -0.0006
H 0.0004 0.0001 -0.0001
H 0.0171 -0.0109 0.0149
O 0.0397 -0.0397 -0.0060
N 0.0198 -0.0631 0.1002
O 0.0608 -0.0306 -0.3755

Results
**Relative energy (zero: lowest compared OMol25 entry of this formula, charge and spin)**: 58.66 kcal per mole
**HOMO energy (alpha / beta)**: -1.7 / -1.7 eV
**LUMO energy (alpha / beta)**: 3.400 / 3.400 eV
**Net charge**: -2
**Frontier orbital gap (alpha / beta)**: 5.06 / 5.06 eV

Results of the Löwdin charge analysis, in e, for atoms 1 through 6: atom 1 (W): 1.067, atom 2 (C): -0.047, atom 3 (C): -0.061, atom 4 (C): -0.006, atom 5 (C): -0.212, atom 6 (N): -0.042